Computed, not measured: C43H47FeN4O4P2S2Si as an isolated structure, with the ωB97M-V functional and the def2-TZVPD basis.

XYZ file:
```
104
Properties=species:S:1:pos:R:3:mulliken_charge:R:1
Fe 0.045 -0.032 0.201 1.929
O -4.481 -2.674 2.117 -0.624
C -4.751 -2.343 0.854 0.439
C -6.087 -2.449 0.452 -0.741
C -6.472 -2.125 -0.829 -0.517
C -5.528 -1.678 -1.746 -0.721
C -4.208 -1.570 -1.363 -0.006
C -3.786 -1.903 -0.075 -0.258
C -2.361 -1.718 0.274 0.597
O -1.525 -1.268 -0.579 -1.254
N -2.017 -2.044 1.497 -0.441
N -0.786 -1.694 1.966 0.837
C -0.586 -2.289 3.085 -0.460
S 0.747 -2.042 4.174 0.028
C 0.392 -3.533 5.176 -0.633
C -1.104 -3.659 5.279 -0.615
S -1.783 -3.491 3.592 -0.063
H -3.544 -2.448 2.307 0.480
H -6.801 -2.794 1.185 0.459
H -7.509 -2.220 -1.118 0.386
H -5.829 -1.427 -2.752 0.460
H -3.459 -1.209 -2.057 0.035
H 0.877 -3.403 6.141 0.433
H 0.818 -4.391 4.655 0.295
H -1.550 -2.871 5.884 0.326
H -1.399 -4.633 5.661 0.426
C 1.408 0.155 -3.193 -0.861
N 0.453 0.673 -2.250 0.512
P -1.140 0.559 -2.461 0.183
C -1.585 0.853 -4.231 0.490
C -2.650 0.156 -4.781 -0.449
C -3.029 0.382 -6.092 -0.644
C -2.325 1.293 -6.862 -0.567
C -1.243 1.972 -6.325 -0.811
C -0.872 1.757 -5.009 -0.209
C -1.782 2.142 -1.793 1.181
C -3.053 2.183 -1.239 -0.483
C -3.621 3.399 -0.900 -0.546
C -2.920 4.573 -1.116 -0.808
C -1.638 4.528 -1.643 -0.761
C -1.062 3.317 -1.973 -0.300
P 2.429 -0.131 0.636 1.074
C 3.908 0.344 -0.316 0.856
C 3.788 1.486 -1.104 -0.800
C 4.872 1.949 -1.829 -0.632
C 6.076 1.263 -1.790 -0.825
C 6.201 0.131 -1.003 -0.618
C 5.125 -0.325 -0.263 -0.981
C 2.524 1.122 1.973 0.780
C 3.439 2.165 2.014 -0.978
C 3.408 3.074 3.058 -0.781
C 2.455 2.967 4.056 -0.833
C 1.513 1.951 3.996 -0.892
C 1.555 1.030 2.969 0.019
H 1.029 0.116 -4.220 0.539
H 1.731 -0.853 -2.914 -0.221
H 2.296 0.794 -3.170 0.251
H -3.190 -0.555 -4.173 0.271
H -3.867 -0.155 -6.514 0.450
H -2.627 1.483 -7.882 0.381
H -0.689 2.673 -6.934 0.403
H -0.044 2.302 -4.581 0.317
H -3.590 1.261 -1.072 0.354
H -4.610 3.429 -0.466 0.507
H -3.372 5.524 -0.879 0.372
H -1.085 5.445 -1.794 0.395
H -0.055 3.269 -2.359 0.307
H 2.834 1.997 -1.123 0.874
H 4.783 2.843 -2.429 0.467
H 6.920 1.607 -2.369 0.380
H 7.140 -0.402 -0.962 0.431
H 5.240 -1.212 0.340 0.299
H 4.171 2.285 1.228 0.347
H 4.138 3.871 3.076 0.447
H 2.447 3.668 4.879 0.399
H 0.738 1.879 4.746 0.575
H 0.816 0.239 2.910 -0.203
C 1.302 -3.977 0.419 -0.691
Si 3.020 -3.161 0.361 0.287
C 3.301 -2.755 -1.485 -0.841
C 4.361 -4.337 1.053 -1.251
C 3.023 -1.623 1.522 -0.019
H 1.239 -4.782 -0.308 0.450
H 0.534 -3.247 0.166 -0.198
H 1.059 -4.398 1.390 0.215
H 3.656 -3.614 -2.045 0.539
H 3.996 -1.940 -1.654 0.388
H 2.349 -2.461 -1.922 -0.074
H 4.246 -5.332 0.636 0.366
H 4.288 -4.426 2.132 0.359
H 5.368 -4.000 0.828 0.349
H 3.979 -1.401 1.999 0.883
H 2.308 -1.814 2.320 -0.475
O 0.210 2.376 0.510 -0.564
C -0.733 2.349 1.313 0.201
C -1.321 3.532 2.066 -0.584
C -2.417 2.877 2.896 -0.841
C -2.279 1.373 2.581 -0.181
O -2.915 0.500 3.124 -0.639
N -1.320 1.196 1.635 0.717
H -1.687 4.279 1.362 0.208
H -0.534 3.992 2.666 0.352
H -3.423 3.190 2.612 0.307
H -2.308 3.035 3.970 0.281
```

HOMO-LUMO gap (spin up / spin down): 7.78 / 6.50 eV
HOMO energy (spin up / spin down): -7.40 / -7.42 eV
spin multiplicity: 6
net charge: 0
lowest unoccupied orbital energy (spin up / spin down): 0.4 / -0.9 eV